Record 1
79
Properties=species:S:1:pos:R:3:lowdin_charge:R:1 method="wB97M-V/def2-TZVPD" e_tot_ev=-214629.010 largest_force_ha_per_bohr=0.023 total_charge=-2 multiplicity=1
C -7.728 -1.966 -2.770 -0.129
C -6.809 -2.091 -1.519 -0.319
C -5.721 -1.025 -1.480 -0.383
P -4.132 -1.333 -0.438 0.477
C -5.072 -2.418 0.953 -0.327
O -5.169 -3.858 0.696 -0.204
N -6.021 -4.374 1.659 -0.110
O -7.089 -4.652 1.225 -0.015
C -3.536 -2.831 -1.566 -0.832
O -2.540 -3.481 -1.153 -0.192
O -4.095 -2.991 -2.690 -0.168
H -7.994 -2.962 -3.139 0.052
H -7.172 -1.496 -3.583 0.021
H -8.637 -1.389 -2.572 0.045
H -6.371 -3.085 -1.573 0.080
H -7.458 -2.008 -0.643 0.079
H -6.169 -0.096 -1.084 0.052
H -5.348 -0.778 -2.473 -0.019
H -2.893 -1.506 0.345 -0.046
H -3.385 -0.479 -1.360 -0.113
H -4.429 -0.127 0.431 -0.056
H -4.439 -2.300 1.846 0.042
H -6.056 -2.014 1.226 0.043
Cl -1.572 1.012 -1.488 0.586
C -0.266 0.103 -2.253 -0.661
C 1.088 0.413 -1.677 -0.623
Cl 1.622 2.084 -2.082 0.508
H -0.293 0.303 -3.322 0.016
H -0.498 -0.954 -2.092 0.095
H 1.840 -0.259 -2.088 0.069
H 1.087 0.322 -0.594 0.069
Cl 2.680 3.608 1.512 0.555
C 2.966 5.121 0.623 -0.663
C 3.725 4.884 -0.657 -0.663
Cl 5.413 4.383 -0.346 0.515
H 3.498 5.806 1.279 0.062
H 1.988 5.543 0.397 0.076
H 3.770 5.806 -1.233 0.071
H 3.253 4.111 -1.258 0.006
Cl 6.868 1.872 6.140 0.546
C 6.310 2.416 4.531 -0.650
C 5.153 1.604 4.014 -0.648
Cl 5.637 -0.069 3.628 0.566
H 7.160 2.368 3.856 0.067
H 6.005 3.456 4.636 0.074
H 4.784 2.057 3.096 0.044
H 4.339 1.557 4.732 0.075
Cl -5.202 0.274 -4.852 0.619
C -5.523 0.910 -6.475 -0.684
C -6.583 0.120 -7.201 -0.672
Cl -6.032 -1.520 -7.633 0.529
H -4.587 0.917 -7.030 0.014
H -5.865 1.939 -6.357 0.066
H -6.840 0.620 -8.135 0.060
H -7.480 0.019 -6.595 0.064
Cl -1.818 1.492 -7.368 0.538
C -0.703 1.037 -6.045 -0.656
C -0.484 -0.453 -5.961 -0.690
Cl -1.920 -1.328 -5.401 0.604
H -1.110 1.430 -5.116 0.062
H 0.242 1.537 -6.256 0.067
H 0.307 -0.649 -5.237 0.059
H -0.182 -0.860 -6.924 0.061
Cl 7.224 -5.612 2.830 0.534
C 7.813 -3.959 3.140 -0.670
C 7.250 -2.953 2.170 -0.689
Cl 7.872 -3.192 0.516 0.535
H 8.900 -3.981 3.098 0.064
H 7.506 -3.694 4.151 0.071
H 7.543 -1.950 2.478 0.036
H 6.165 -3.002 2.130 0.068
Cl 4.703 0.242 9.281 0.543
C 5.963 1.415 9.730 -0.686
C 5.581 2.233 10.938 -0.670
Cl 4.233 3.349 10.602 0.534
H 6.151 2.047 8.866 0.017
H 6.865 0.846 9.951 0.073
H 6.429 2.843 11.245 0.069
H 5.286 1.597 11.768 0.065

=====

Record 2
99
Properties=species:S:1:pos:R:3:lowdin_charge:R:1 method="wB97M-V/def2-TZVPD" e_tot_ev=-94775.480 largest_force_ha_per_bohr=0.058 total_charge=+1 multiplicity=5
O 0.611 -2.434 -1.182 -0.116
O -1.188 -1.798 -3.649 -0.223
C 1.946 -2.553 -1.890 -0.134
C 2.944 -3.309 -1.057 -0.033
H 2.249 -1.536 -2.126 0.105
H 1.690 -3.061 -2.821 0.118
H 3.136 -2.805 -0.105 0.085
H 3.892 -3.354 -1.602 0.102
H 2.624 -4.337 -0.866 0.087
C -0.270 -3.670 -1.080 -0.090
C -0.131 -4.525 -2.311 -0.066
H -1.279 -3.272 -0.976 0.129
H 0.059 -4.188 -0.173 0.136
H -0.496 -3.995 -3.193 0.069
H -0.755 -5.422 -2.204 0.109
H 0.881 -4.892 -2.486 0.081
C -2.576 -1.655 -3.328 -0.262
C -0.708 -1.163 -4.831 -0.269
C -3.293 -2.969 -3.557 -0.061
H -3.040 -0.841 -3.914 0.129
H -2.616 -1.386 -2.260 0.098
H -3.258 -3.240 -4.619 0.077
H -4.343 -2.876 -3.260 0.086
H -2.833 -3.777 -2.972 0.066
C -1.041 -1.982 -6.064 -0.067
H 0.378 -1.095 -4.691 0.110
H -1.113 -0.141 -4.914 0.113
H -0.704 -3.022 -5.945 0.084
H -0.539 -1.551 -6.936 0.083
H -2.122 -1.979 -6.247 0.076
H 0.584 -1.673 -0.503 0.110
N 1.616 1.238 1.990 0.013
C 1.506 2.480 2.478 -0.306
C 0.360 3.268 2.310 -0.005
C -0.942 2.840 2.058 -0.315
C 2.675 3.074 3.210 0.010
H 3.597 3.057 2.611 0.104
H 2.870 2.554 4.159 0.095
H 2.450 4.119 3.448 0.088
C -2.062 3.845 2.156 0.003
H -2.643 3.732 3.085 0.093
H -2.764 3.760 1.313 0.097
H -1.648 4.861 2.157 0.091
N -1.251 1.556 1.808 0.036
C 2.757 0.410 2.260 -0.196
C 3.734 0.201 1.260 -0.220
C 3.688 0.867 -0.080 -0.037
C 4.801 -0.662 1.519 -0.057
H 5.545 -0.803 0.735 0.118
C 4.920 -1.294 2.755 -0.067
H 5.759 -1.969 2.945 0.112
C 3.984 -1.050 3.750 -0.036
H 4.074 -1.515 4.736 0.127
C 2.909 -0.192 3.527 -0.208
C 1.953 0.037 4.658 -0.050
C -2.525 1.054 2.201 -0.208
C -3.466 0.670 1.223 -0.208
C -3.178 0.838 -0.235 -0.040
C -4.720 0.217 1.630 -0.041
H -5.447 -0.055 0.861 0.116
C -5.048 0.132 2.977 -0.060
H -6.031 -0.225 3.294 0.112
C -4.127 0.525 3.944 -0.033
H -4.364 0.474 5.008 0.120
C -2.871 1.004 3.570 -0.223
C -1.903 1.427 4.633 -0.039
Mn 0.163 0.399 0.872 0.823
H 3.444 0.140 -0.872 0.068
H 4.676 1.278 -0.340 0.101
H 2.963 1.685 -0.118 0.045
H 1.175 0.765 4.416 0.051
H 2.501 0.397 5.544 0.099
H 1.451 -0.901 4.940 0.048
H -3.867 0.219 -0.826 0.082
H -2.150 0.548 -0.496 0.031
H -3.318 1.880 -0.568 0.087
H -0.894 1.045 4.434 0.052
H -2.236 1.023 5.597 0.090
H -1.836 2.521 4.741 0.085
H 0.473 4.327 2.544 0.124
C 0.298 0.332 -1.199 -0.307
Si 0.365 1.981 -2.115 0.439
H 1.234 -0.173 -1.438 -0.040
H -0.518 -0.254 -1.624 -0.004
C 1.625 1.840 -3.524 -0.173
C 0.893 3.459 -1.079 -0.173
C -1.297 2.403 -2.898 -0.169
H -1.815 1.504 -3.262 0.016
H -1.137 3.072 -3.759 0.044
H -1.952 2.925 -2.185 0.022
H 2.590 1.466 -3.150 0.024
H 1.795 2.834 -3.969 0.040
H 1.266 1.163 -4.314 0.017
H 1.733 3.241 -0.407 0.008
H 0.063 3.842 -0.468 0.025
H 1.214 4.272 -1.751 0.047
S -0.947 -2.211 4.355 0.674
C -0.577 -1.684 2.919 -0.945
N -0.272 -1.313 1.807 -0.047